9 unconnected molecules or ions with the total composition C27H56O17 at a distorted geometry. Source: the OMol25 dataset; level of theory: the ωB97M-V functional and the def2-TZVPD basis.

Computed properties:
HOMO energy: -9.44 eV
structure (SMILES): O=C1OCCO1.O=C1OCCO1.O=C1OCCO1.O=C1OCCO1.CC(C)O.CC(C)O.CC(C)O.CC(C)O.CC(C)O

Each line ends with the Löwdin charge.
Cartesian coordinates (Å):
O -1.0765 -4.2215 1.8139  0.106
C 0.0518 -4.4413 2.2661  -0.557
O 0.4675 -3.8952 3.3972  0.079
C 1.8214 -4.3902 3.5939  -0.116
C 2.2436 -4.9609 2.2891  -0.132
O 0.9814 -5.2524 1.7292  0.072
H 2.5668 -3.7164 4.0165  0.128
H 1.7652 -5.2097 4.3103  0.132
H 2.8299 -5.8727 2.4025  0.141
H 2.7255 -4.2597 1.6078  0.133
O -4.8053 -0.5547 -5.9401  0.108
C -4.4588 -0.5208 -4.7570  -0.564
O -3.9377 -1.5439 -4.0896  0.049
C -3.6424 -1.2072 -2.7643  -0.099
C -4.1642 0.2317 -2.6868  -0.117
O -4.4164 0.5878 -4.0305  0.093
H -4.3267 -1.7804 -2.1388  0.140
H -2.5775 -1.2754 -2.5417  0.109
H -3.3826 0.8809 -2.2922  0.105
H -5.0661 0.3563 -2.0876  0.133
O 0.5506 -2.8022 -2.8916  0.118
C -0.1187 -3.0294 -3.8909  -0.545
O -0.8419 -4.1627 -4.1769  0.057
C -1.8203 -3.8977 -5.1564  -0.140
C -1.2935 -2.6519 -5.8308  -0.083
O -0.3697 -2.1487 -4.8297  0.075
H -1.8932 -4.6610 -5.9311  0.132
H -2.7868 -3.7519 -4.6741  0.122
H -1.9874 -1.9090 -6.2243  0.132
H -0.8241 -3.0625 -6.7248  0.124
O -2.5016 5.2399 -2.2641  0.103
C -2.8733 4.5341 -1.3049  -0.543
O -4.0434 3.9165 -1.2797  0.080
C -4.2819 3.3414 -0.0613  -0.134
C -3.0220 3.7505 0.7783  -0.076
O -2.1390 4.3059 -0.2088  0.052
H -5.1704 3.7547 0.4161  0.130
H -4.3876 2.2635 -0.1846  0.111
H -2.6039 2.8922 1.3042  0.113
H -3.2344 4.5369 1.5026  0.127
C 3.6420 -0.0034 3.7865  -0.043
C 3.7973 -0.3344 2.3176  -0.470
C 2.4560 -0.8277 1.6709  -0.036
O 4.2102 0.8484 1.6505  -0.072
H 4.6352 0.1926 4.1905  0.084
H 3.3074 -0.9495 4.2118  0.064
H 2.8635 0.7172 4.0371  0.080
H 4.5135 -1.1121 2.0525  0.135
H 1.7984 0.0415 1.6789  0.074
H 2.0730 -1.7357 2.1367  0.057
H 2.6670 -1.0683 0.6289  0.074
H 4.7367 0.5744 0.8960  0.041
C 1.3525 3.5157 0.2095  -0.053
C 2.4590 4.2739 1.0097  -0.454
C 2.3505 4.0343 2.5091  -0.051
O 3.6640 3.6905 0.5757  -0.068
H 0.9993 2.5418 0.5484  0.063
H 1.6877 3.5751 -0.8260  0.078
H 0.4149 4.0708 0.2406  0.057
H 2.3909 5.3106 0.6800  0.140
H 3.0461 4.7157 2.9991  0.079
H 2.4789 3.0058 2.8465  0.067
H 1.3763 4.3402 2.8904  0.075
H 3.7209 2.8491 1.0344  0.041
C 5.6884 0.7872 -2.9685  -0.058
C 4.9764 1.0105 -1.6852  -0.498
C 3.4596 1.1404 -1.8655  -0.035
O 5.1996 -0.0762 -0.7949  -0.071
H 6.7734 0.8052 -2.8654  0.086
H 5.3196 1.5713 -3.6298  0.088
H 5.3360 -0.1165 -3.4656  0.090
H 5.3535 1.8886 -1.1610  0.137
H 3.1199 0.3377 -2.5199  0.091
H 3.3784 2.1198 -2.3370  0.086
H 2.9074 1.2237 -0.9294  0.055
H 6.1280 -0.3188 -0.7658  0.100
C -0.8391 -1.5119 -0.1448  -0.023
C -1.1756 -0.0440 -0.2364  -0.520
C -0.6439 0.6294 -1.4468  -0.036
O -2.5369 0.2138 -0.1998  -0.056
H 0.1831 -1.6639 0.2017  0.071
H -1.0532 -2.0137 -1.0884  0.063
H -1.4806 -2.0750 0.5330  0.064
H -0.7334 0.4648 0.6202  0.125
H -0.8294 0.2172 -2.4387  0.086
H 0.4384 0.5615 -1.3365  0.075
H -0.8779 1.6909 -1.3662  0.083
H -2.8190 0.2373 0.7176  0.036
C -1.9375 -0.3045 4.0375  -0.043
C -3.2443 -0.5565 3.2891  -0.446
C -4.4963 -0.6681 4.1440  -0.043
O -3.5539 0.4808 2.3307  -0.074
H -1.0903 -0.2966 3.3517  0.070
H -1.6996 -1.1455 4.6889  0.081
H -1.9133 0.5594 4.7017  0.082
H -2.9734 -1.4606 2.7439  0.133
H -4.8335 0.3131 4.4781  0.087
H -4.3350 -1.3181 5.0040  0.093
H -5.3001 -0.9391 3.4594  0.086
H -4.4933 0.5773 2.5036  0.074


A molecular structure, C26H27N5O5S at a distorted geometry. Source: the OMol25 dataset; level of theory: the ωB97M-V functional and the def2-TZVPD basis.

Computed properties:
HOMO energy: -8.06 eV
energy relative to the best compared isomer or geometry (same formula, charge and spin): 2109.52 kJ/mol

Each line ends with the natural charge from an NBO analysis.
Cartesian coordinates (Å):
C 3.2782 -1.5338 -2.0142  -0.705
C 2.2548 -2.4230 -1.7951  0.341
N 1.1606 -2.4029 -2.6809  -0.486
C 0.2794 -3.3440 -2.3323  0.446
N 0.4341 -4.1843 -1.2619  -0.509
C 1.3159 -4.3688 -0.4462  0.281
C 2.3400 -3.5828 -0.5532  -0.284
H 3.3798 -3.5595 -0.1873  0.257
N 1.3700 -5.2366 0.4492  -0.834
H 0.4446 -5.7061 0.5901  0.437
S 1.7740 -4.7825 1.8513  2.234
O 1.2335 -5.5662 2.8548  -0.912
O 3.4257 -4.5797 2.1237  -0.934
C 1.1818 -2.9982 1.9502  -0.299
C 2.2718 -1.9088 1.9332  -0.126
C 1.6211 -0.7304 1.9273  -0.275
C 0.3237 -0.3382 1.8985  0.212
C -0.6135 -1.5114 1.8924  -0.218
C -0.1294 -2.6758 1.8040  -0.236
H -0.8966 -3.6684 2.0044  0.215
H -1.5405 -1.2959 1.7103  0.194
N -0.3384 0.6975 1.5684  -0.640
C 0.3606 2.0080 1.3408  0.657
O 1.4985 2.0856 1.4747  -0.528
C -0.3978 3.2374 0.9570  -0.007
N -1.2159 3.1483 -0.1245  -0.540
C -0.6672 3.6274 -1.1531  0.731
O 0.2531 4.1531 -1.6751  -0.510
C -1.8397 3.0993 -2.2041  -0.106
C -1.9437 3.4831 -3.5827  -0.154
C -3.0045 2.9699 -4.4369  -0.205
C -3.8510 2.2592 -3.6794  -0.165
C -3.9193 1.9876 -2.3226  -0.119
C -2.6961 2.4794 -1.5195  -0.175
C -2.3242 2.3301 -0.1510  0.716
O -2.9862 1.6955 0.5196  -0.485
H -4.4951 1.4775 -1.8527  0.175
H -5.0736 1.8096 -4.1044  0.185
H -3.1372 3.1378 -5.4010  0.221
H -1.2075 3.8578 -4.2113  0.221
C 0.0016 4.6237 1.5228  -0.406
H 0.3909 4.3664 2.4537  0.238
H 0.9827 4.5586 0.7448  0.230
C -0.7494 5.7596 1.3813  -0.224
C 0.1087 6.9621 1.2361  -0.501
H 0.5034 7.3019 2.3055  0.188
H 0.7664 7.1547 0.6361  0.181
H -0.6291 8.0803 1.3013  0.176
C -1.8413 5.8214 2.1730  -0.606
H -2.4938 6.5549 2.2021  0.231
H -2.5560 4.9774 2.1269  0.217
H -1.4283 5.7821 3.2340  0.190
H -1.2711 5.9133 0.1276  0.163
H -1.4272 3.1618 2.0603  0.138
H -1.3441 1.0029 1.6294  0.446
H 2.1531 0.1441 1.7935  0.228
H 3.2957 -2.1391 2.0745  0.266
C -0.9288 -3.4944 -3.2391  -0.630
H -1.8727 -3.6835 -2.8093  0.233
H -1.3106 -2.3618 -3.6067  0.211
H -0.6643 -4.0371 -4.0363  0.223
H 4.2597 -1.9599 -1.8241  0.240
H 3.3318 -1.1400 -3.1063  0.245
H 3.2071 -0.8702 -1.2787  0.249


2 unconnected molecules or ions with the total composition C2H5N5S at a distorted geometry. Source: the OMol25 dataset; level of theory: the ωB97M-V functional and the def2-TZVPD basis.

Computed properties:
HOMO energy: -9.04 eV
energy relative to the best compared isomer or geometry (same formula, charge and spin): 546.75 kJ/mol

Each line ends with the natural charge from an NBO analysis.
Cartesian coordinates (Å):
C 0.3695 1.0169 0.2516  0.432
C -0.9819 0.0755 -1.1950  0.161
H 1.7292 1.9922 0.9314  0.423
H 0.8096 1.0941 2.4727  0.431
H -0.7154 -1.8906 -2.2065  0.188
H -0.4887 -2.1045 0.7925  0.375
H 1.5189 -1.3559 0.7955  0.397
N 1.2676 1.1382 1.3907  -0.906
N -0.4156 1.8981 -0.2408  -0.298
N -1.3709 1.3546 -1.0805  -0.293
N 0.0177 -0.3220 -0.3731  -0.289
N 0.3690 -1.6761 -0.0040  -0.638
S -2.1090 -1.2206 -1.5346  0.017


A molecular structure, C8H8IrN2O4S at a distorted geometry. Source: the OMol25 dataset; level of theory: the ωB97M-V functional and the def2-TZVPD basis.

Computed properties:
<S²>: 6.051
HOMO energy (spin up / spin down): -17.59 / -22.87 eV
charge: +3
energy relative to the best compared isomer or geometry (same formula, charge and spin): 0.00 kJ/mol
spin multiplicity: 5

Each line ends with the natural charge from an NBO analysis.
Cartesian coordinates (Å):
O 0.0800 -3.1374 -2.5282  -0.268
C 0.0815 -1.9908 -2.4689  0.483
Ir 0.0375 -0.0067 -2.4516  0.127
O -2.6284 -0.0352 -4.0712  -0.269
C -1.5937 -0.0304 -3.5501  0.514
C 1.7205 0.0057 -3.4919  0.463
O 2.7309 0.0180 -4.0734  -0.248
C 0.0446 1.9759 -2.4760  0.492
O 0.0157 3.1137 -2.5238  -0.268
S -1.8034 0.2850 -0.8467  0.506
C -0.8247 0.0792 0.5492  0.135
N -1.4497 0.1830 1.7320  -0.186
C -0.7900 -0.2033 2.9603  -0.276
C 0.5951 0.3784 2.8829  -0.439
C 1.3421 -0.2047 1.7169  -0.272
N 0.4979 -0.1792 0.5224  -0.217
H -2.4083 0.5046 1.7259  0.487
H -0.7446 -1.2965 3.0075  0.300
H -1.3740 0.1657 3.8032  0.312
H 1.1378 0.1822 3.7978  0.321
H 0.5179 1.4620 2.7665  0.260
H 1.6196 -1.2500 1.8854  0.320
H 2.2594 0.3574 1.5201  0.315
H 0.9364 -0.3765 -0.3882  0.408